(1)
The molecule C3H7N3O2, computed with the ωB97M-V functional and the def2-TZVPD basis.

The geometry in XYZ format:
```
15
Properties=species:S:1:pos:R:3:forces:R:3:lowdin_charge:R:1
O 1.72317 -0.59376 -1.08455 0.155 0.360 1.828 0.10
O -1.75772 -0.12143 0.95008 0.167 -0.038 -3.931 0.00
N -0.36251 0.08153 -0.92371 -1.267 0.101 1.294 0.12
N -2.71805 0.15111 -1.16906 0.682 -0.494 5.107 0.17
N 2.59387 0.16590 1.58416 -0.994 1.500 -0.849 0.01
C 1.16677 0.37645 1.10916 1.681 -0.989 1.077 -0.15
C 0.92266 -0.16290 -0.27746 -0.215 0.182 -2.486 -0.39
C -1.61962 0.02064 -0.30570 -0.589 0.058 2.857 -0.50
H -3.58032 -0.14326 -0.72583 0.188 0.336 -0.271 0.11
H 3.27507 0.04259 0.86013 -0.003 0.591 -0.974 0.05
H -2.68144 0.22014 -2.10909 0.459 -0.008 -3.377 0.05
H 0.62244 -0.22816 1.85835 -0.554 0.831 -0.641 0.12
H 0.81638 1.46596 1.08106 0.636 -1.491 0.371 0.15
H -0.32423 0.84551 -1.56523 0.354 0.003 -0.935 0.13
H 2.73643 -0.67622 2.08070 -0.700 -0.941 0.930 0.04
```
Positions in Å, forces in eV/Å.

Computed properties:
SMILES: NCC(=O)NC(N)=O
ΔE to the lowest compared entry with this formula, charge and spin, kJ/mol: 157.6
HOMO, eV: -9.734

(2)
The ion C23H28N3O3S with charge +1, computed with the ωB97M-V functional and the def2-TZVPD basis.

The geometry in XYZ format:
```
58
Properties=species:S:1:pos:R:3:forces:R:3:lowdin_charge:R:1
S -1.58027 2.72851 0.06259 -0.837 -0.152 0.041 1.26
O 0.74188 3.07399 -0.00228 0.517 -0.111 -0.102 -0.01
O 5.26072 -0.49619 0.99944 -0.344 0.002 -0.179 -0.02
O 6.81306 1.45657 -0.36922 -0.194 0.359 -0.017 0.00
N 0.36881 0.89403 -0.38799 -0.155 0.087 0.084 0.02
N -1.87697 0.20471 -0.31058 0.531 0.256 -0.101 0.14
N -0.74799 -2.16709 -0.17340 0.012 -0.131 -0.023 -0.24
C -0.89862 -3.02551 -1.35725 -0.191 -0.072 -0.192 -0.23
C -1.58563 -1.92609 2.16226 0.082 -0.218 -0.158 -0.06
C -4.40670 2.69800 0.31111 -0.093 -0.094 -0.005 -0.03
C -5.58044 1.96083 0.30503 0.243 0.033 -0.011 -0.26
C -1.12670 -2.87259 1.05941 -0.091 0.040 0.282 -0.22
C -4.33356 -0.08241 -0.12516 0.131 -0.001 -0.006 0.00
C -3.20221 2.04743 0.09758 0.405 -0.607 -0.120 -0.40
C 5.46941 1.54870 -0.27984 -0.320 -0.054 -0.002 -0.19
C -0.95918 1.15384 -0.23337 -0.262 0.240 0.055 -0.44
C 0.59667 -1.59090 -0.07820 0.108 0.087 -0.097 -0.15
C 6.64450 -0.32728 1.25055 0.539 0.233 -0.112 -0.13
C 3.31236 0.67059 0.36570 0.166 0.219 -0.095 0.06
C -3.16146 0.66628 -0.12078 -0.681 0.740 0.123 -0.26
C 1.23792 1.98004 -0.19607 -0.036 0.301 0.093 -0.36
C -5.52396 0.57656 0.08741 0.135 0.051 0.009 -0.02
C 4.83768 2.66124 -0.83291 0.192 -0.228 0.131 0.04
C 3.46767 2.77931 -0.79335 -0.251 -0.192 0.018 0.00
C 2.68513 1.76419 -0.23202 0.613 0.041 0.032 -0.15
C -6.90284 2.61864 0.52331 -0.124 0.012 -0.004 -0.04
C 0.76892 -0.37072 -0.99709 0.156 -0.506 -0.031 -0.09
C 4.69299 0.56641 0.36186 0.059 0.100 -0.002 -0.18
C 7.34510 0.19757 0.00048 -0.008 -0.595 0.294 -0.13
C -2.33528 -3.03966 -1.86431 0.294 -0.060 0.055 -0.07
H 7.02642 -1.30669 1.53824 0.029 0.118 -0.023 0.14
H -0.25144 -2.64434 -2.14947 0.035 -0.043 0.039 0.12
H -4.42357 3.76312 0.47743 -0.073 0.165 0.035 0.12
H 8.40974 0.35278 0.17605 -0.100 -0.064 -0.004 0.14
H -0.82165 -1.19667 2.42080 0.069 0.106 0.063 0.07
H 6.78557 0.38251 2.07551 -0.019 -0.102 -0.052 0.14
H 2.98025 3.64384 -1.21410 -0.031 0.105 -0.039 0.13
H 1.35791 -2.33923 -0.33328 -0.046 0.010 0.046 0.14
H -2.48891 -1.39591 1.87129 -0.101 0.073 0.009 0.06
H -6.78645 3.67934 0.72418 -0.054 0.074 0.021 0.08
H -6.44562 0.01531 0.08758 -0.106 -0.084 -0.003 0.12
H 7.20781 -0.51362 -0.82421 0.047 0.097 0.075 0.14
H -7.53179 2.49762 -0.35750 -0.080 0.048 -0.030 0.09
H -2.64761 -2.04394 -2.17102 -0.060 0.100 -0.052 0.07
H -0.28847 -3.48556 1.41582 -0.037 -0.048 -0.092 0.13
H -7.42116 2.15702 1.36197 -0.070 0.031 0.059 0.09
H -1.59037 -0.83940 -0.32696 0.145 -0.062 0.014 0.11
H 1.81428 -0.26921 -1.28650 -0.219 -0.014 -0.034 0.13
H -0.57101 -4.04743 -1.12884 0.108 0.067 0.000 0.13
H -4.30511 -1.14711 -0.29201 -0.025 -0.166 -0.035 0.11
H -1.94908 -3.54717 0.82009 0.078 -0.043 -0.026 0.12
H 2.75992 -0.08617 0.89759 -0.091 -0.157 0.070 0.12
H 5.45236 3.41994 -1.28844 0.080 0.099 -0.078 0.13
H 0.17500 -0.50683 -1.90705 0.082 0.029 0.011 0.14
H -2.40688 -3.69929 -2.72416 -0.084 -0.053 -0.089 0.08
H -1.80648 -2.50455 3.05473 -0.027 0.003 0.119 0.09
H -3.02183 -3.40476 -1.10513 -0.113 -0.044 0.071 0.07
H 0.76716 -1.28262 0.95448 0.066 -0.024 -0.033 0.12
```
Positions in Å, forces in eV/Å.

Computed properties:
ΔE to the lowest compared entry with this formula, charge and spin, kJ/mol: 6.4
Charge: +1
HOMO, eV: -11.106

(3)
A cluster of 2 separate species, C3H6N2 in total, computed with the ωB97M-V functional and the def2-TZVPD basis.

The geometry in XYZ format:
```
11
Properties=species:S:1:pos:R:3:forces:R:3:lowdin_charge:R:1
N 0.83334 2.77153 -1.75222 -3.131 1.493 -1.267 0.07
N -1.14100 -0.45633 0.66186 -1.900 2.713 -4.919 -0.13
C -1.00373 -0.21929 -0.62075 0.336 -1.448 3.801 -0.04
C 1.69075 2.14922 -1.38913 2.498 -0.659 0.953 -0.10
C -0.36654 -1.23188 1.49060 0.947 -4.273 -2.475 -0.20
H -0.45380 -0.88092 2.44694 -0.089 0.582 2.608 0.03
H -1.00125 -2.24941 1.36174 1.847 1.725 0.986 0.14
H -0.14972 -0.53934 -1.18610 0.811 -0.305 -0.225 0.05
H 0.73770 -1.44285 1.23591 -1.367 0.311 0.052 0.10
H 2.64686 1.91947 -1.02943 0.629 -0.835 0.311 0.04
H -1.79262 0.17981 -1.21943 -0.583 0.695 0.175 0.05
```
Positions in Å, forces in eV/Å.

Computed properties:
SMILES: C=NC.C#N
ΔE to the lowest compared entry with this formula, charge and spin, kJ/mol: 280.8
HOMO, eV: -9.281

(4)
A structure of composition C39H60AsBrIN3O6SSe2SiTe2Ti, computed with the ωB97M-V functional and the def2-TZVPD basis.

The geometry in XYZ format:
```
118
Properties=species:S:1:pos:R:3:forces:R:3:lowdin_spin:R:1
I 1.75224 -4.67432 0.76585 -0.097 0.150 0.037 0.01
Te -3.55008 0.18586 1.29742 0.142 0.222 0.282 0.02
Te -3.37553 -3.27770 -0.52719 0.204 -0.204 0.144 0.00
Br 0.23202 3.04768 1.71181 -0.095 0.050 -0.100 0.00
Se -1.28200 0.06751 0.20993 -2.748 1.771 0.784 0.03
Se -1.20702 -2.03794 -0.81349 -2.100 -2.100 -1.008 0.01
As -0.08557 2.10970 -2.28934 -0.168 0.519 -0.357 0.00
Ti 0.85068 -0.77889 -0.45982 0.239 -0.515 2.079 0.82
S 2.20159 -2.92918 -5.94449 0.431 -0.074 -0.166 0.00
Si -0.19304 4.78152 3.06606 0.106 -0.288 -0.175 0.00
O 2.44687 -4.34127 -6.01675 -0.139 -0.045 0.230 0.00
O 2.56128 -2.09826 -7.06150 -0.045 0.112 0.020 0.00
O 1.77170 0.71094 -0.08794 1.431 1.026 0.437 0.02
O 4.06923 1.32567 5.49970 -0.042 -0.130 -0.138 0.00
O 0.72661 -0.83852 -2.54668 1.150 0.055 -0.433 0.06
O 2.12854 -1.97892 -1.27330 1.075 -0.041 -1.099 0.02
N 3.06247 -2.36490 -4.65037 -0.293 0.395 0.154 0.00
N 4.44849 2.51839 1.54193 -0.074 -0.085 0.029 0.15
N 1.12853 -1.46809 1.52322 0.455 -0.318 0.915 0.23
C 3.61347 2.04252 0.60050 -0.046 0.108 0.009 0.02
C -1.51285 -1.43280 -5.92682 -0.004 0.042 0.010 0.00
C -2.92332 4.09744 2.53875 -0.091 -0.091 -0.016 0.00
C 3.08411 -0.51937 -2.98343 -0.026 -0.698 -0.264 0.00
C 3.42761 0.47034 4.54469 0.075 0.218 0.132 0.02
C -2.12620 -2.12091 -4.88356 -0.144 0.018 -0.097 0.00
C 0.54710 3.99289 -2.27369 0.006 0.147 -0.127 0.00
C 1.80491 -0.68999 2.40554 0.179 -0.083 -0.227 0.22
C 3.46310 0.99663 3.13326 0.095 0.085 0.075 0.09
C 0.75230 7.48930 3.14889 -0.056 -0.077 0.062 0.00
C 3.75217 2.63528 -0.77589 -0.119 -0.031 0.066 0.00
C 2.51472 5.72842 3.13472 -0.045 -0.116 0.033 0.00
C -0.19429 -1.68536 -6.27488 0.044 -0.066 0.126 0.00
C -3.56599 -1.85497 -4.52696 0.150 -0.073 -0.095 0.00
C -1.14861 3.17600 5.22013 -0.014 -0.009 -0.078 0.00
C 3.00347 -0.88459 -4.46405 -0.027 -0.333 0.095 0.00
C -1.67163 -4.07714 3.32296 -0.039 -0.147 -0.001 0.01
C 2.60995 0.43715 2.13476 -0.153 -0.299 -0.093 0.06
C 0.16200 5.19629 5.87778 -0.037 0.018 -0.040 0.00
C 1.29625 3.17837 4.92005 -0.059 -0.022 0.002 0.00
C 0.04355 4.06876 4.83644 0.008 0.042 0.176 0.00
C 2.66679 1.06011 0.85350 0.251 0.121 0.239 0.09
C -1.99614 5.31328 2.67612 -0.133 0.171 0.066 0.00
C -0.02530 1.90129 -4.24883 0.064 0.229 -0.150 0.00
C -2.06124 6.05670 1.33130 0.077 -0.036 -0.024 0.00
C 1.27839 6.21445 1.06738 -0.042 -0.003 -0.054 0.00
C -0.68603 -1.90590 3.07160 -0.083 -0.067 -0.061 0.01
C -1.39927 -3.09080 -4.19329 -0.043 0.022 0.020 0.00
C -0.68927 -4.60396 2.49768 -0.086 0.037 0.037 0.00
C -2.55302 6.23748 3.77537 0.041 0.001 -0.008 0.00
C 1.12513 6.10166 2.59334 0.076 0.247 0.004 0.00
C 0.51245 -2.63922 -5.55654 -0.065 0.044 -0.112 0.00
C -1.65301 -2.72930 3.62672 0.011 0.172 0.026 0.00
C 1.92230 -1.14871 -2.24483 0.323 -0.385 -1.295 0.04
C 4.33316 2.00190 2.77919 -0.019 0.035 -0.252 -0.01
C 0.27331 -2.39078 2.18003 -0.183 0.151 -0.241 0.02
C -0.08187 -3.34481 -4.51621 0.076 -0.044 -0.108 0.00
C -2.00218 2.53762 -2.23464 -0.015 0.047 -0.002 0.00
C 0.26882 -3.77081 1.94817 0.284 0.009 -0.181 0.01
H -2.58170 1.63116 -2.39120 -0.021 -0.125 0.016 0.00
H 2.07328 -0.48704 -4.87097 -0.111 0.029 -0.018 0.00
H -1.87592 -3.62699 -3.38266 -0.008 0.005 0.083 0.00
H 5.01536 2.41676 3.51329 -0.030 -0.031 0.072 0.00
H -0.50436 2.75096 -4.74625 0.028 -0.050 0.022 0.00
H -0.17659 7.86759 2.71304 0.098 0.007 0.048 0.00
H 0.23693 4.76426 6.88508 -0.009 0.019 -0.088 0.00
H -0.68450 -5.65856 2.25808 0.014 0.014 -0.009 0.00
H 0.29803 -1.16254 -7.08352 -0.029 0.042 0.016 0.00
H -3.75252 -2.06590 -3.47376 -0.002 0.026 0.038 0.00
H 2.54753 5.73725 4.22711 0.037 0.004 -0.084 0.00
H 1.32534 4.11832 -3.03274 -0.020 -0.021 0.073 0.00
H -4.21476 -2.50770 -5.12111 -0.013 0.047 0.058 0.00
H -0.94348 2.70036 6.18804 0.002 0.031 -0.066 0.00
H -0.26566 4.69417 -2.49029 0.055 -0.087 -0.013 0.00
H 1.59955 5.26549 0.63542 0.012 0.056 0.017 0.00
H 0.97684 4.24088 -1.30290 -0.046 -0.048 0.008 0.00
H -3.92035 4.43268 2.21910 0.101 0.029 0.063 0.00
H -2.64905 5.71018 4.72845 -0.008 0.074 -0.064 0.00
H 1.54962 8.20568 2.91049 -0.049 -0.051 0.006 0.00
H 2.04866 6.96226 0.83588 -0.054 -0.020 0.055 0.00
H 1.24748 2.36098 4.19629 0.055 0.062 0.064 0.00
H -1.92596 7.12153 3.93614 -0.101 -0.061 0.004 0.00
H -2.07550 3.74535 5.32209 0.066 -0.063 0.012 0.00
H 0.48873 -4.08788 -3.97043 -0.055 0.000 0.030 0.00
H -3.83622 -0.82112 -4.74698 -0.008 -0.008 0.032 0.00
H -0.53077 0.98285 -4.53785 -0.027 -0.115 0.054 0.00
H -3.05032 3.53917 3.46653 0.019 0.041 -0.089 0.00
H -3.55704 6.58194 3.49144 0.095 -0.027 0.001 0.00
H 3.70572 2.20823 5.36419 0.002 -0.040 -0.003 0.00
H -2.26654 2.92038 -1.24992 0.009 0.000 0.079 0.00
H 3.01292 0.56000 -2.87507 -0.010 0.110 0.068 0.00
H 3.88772 3.71516 -0.70346 0.037 0.000 -0.005 0.00
H 2.87037 2.42374 -1.37754 -0.032 0.015 -0.035 0.00
H 1.76889 -1.03310 3.43252 0.056 0.018 0.095 0.01
H 1.35415 2.73288 5.92298 -0.029 0.073 -0.035 0.00
H 2.38955 0.30490 4.85299 -0.020 -0.027 0.005 0.00
H -0.71234 5.85564 5.86200 0.094 -0.042 0.055 0.00
H 3.82932 -0.45001 -5.01913 0.065 0.057 -0.030 0.00
H -2.42657 -2.29275 4.24716 0.028 -0.006 -0.028 0.00
H -2.07346 -0.67587 -6.46671 0.023 -0.028 0.020 0.00
H 3.94449 -0.48940 4.61490 -0.013 -0.037 0.022 0.00
H 3.24675 6.46423 2.77802 -0.048 -0.039 0.000 0.00
H 0.35615 6.51718 0.56913 0.122 -0.032 0.005 0.00
H 2.21912 3.73328 4.74128 -0.066 -0.054 -0.019 0.00
H 0.63427 7.47392 4.23808 0.006 0.053 -0.106 0.00
H 2.83597 4.74363 2.77846 0.011 0.083 0.031 0.00
H -3.11028 6.27015 1.08989 0.059 -0.023 0.042 0.00
H -1.65681 5.43713 0.52330 -0.046 0.088 0.049 0.00
H 4.01461 -0.87784 -2.54523 0.043 0.081 0.047 0.00
H -0.70728 -0.83978 3.24449 -0.081 0.106 0.016 0.00
H -1.31284 2.38270 4.48308 -0.002 0.055 0.083 0.00
H -2.57340 3.38891 1.78724 -0.039 -0.002 0.035 0.00
H 1.01287 1.84072 -4.58513 -0.010 -0.021 0.027 0.00
H 1.05107 5.81164 5.71554 -0.061 -0.048 0.047 0.00
H -2.25995 3.27551 -3.00008 0.066 -0.010 0.027 0.00
H -1.52288 7.00822 1.34718 -0.071 -0.076 -0.023 0.00
H 4.62690 2.21526 -1.28152 0.014 0.038 -0.001 0.00
H 2.77895 -2.87788 -3.81387 0.176 0.033 -0.134 0.00
H -2.46775 -4.71663 3.68582 0.066 0.013 0.042 0.00
```
Positions in Å, forces in eV/Å.

Computed properties:
Multiplicity: 3
Expectation value of S²: 2.033
Charge: -2
HOMO (alpha / beta), eV: -0.881 / -1.269

(5)
The molecule C10H20N2O, computed with the ωB97M-V functional and the def2-TZVPD basis.

The geometry in XYZ format:
```
33
Properties=species:S:1:pos:R:3:forces:R:3:lowdin_charge:R:1
O -2.22145 0.83681 -1.34533 3.721 -2.058 0.331 0.05
N -0.09948 -1.21700 -2.80194 2.165 -0.634 0.362 0.02
N -0.78549 -0.93105 1.34265 -0.777 -1.141 0.738 -0.03
C -1.55305 -1.42917 2.53370 1.864 -1.345 -1.676 -0.35
C 2.99620 1.89420 -0.15879 -1.122 1.997 0.308 -0.09
C -1.78919 -0.83117 0.24994 3.248 -0.126 -0.705 -0.14
C 0.59693 1.07244 -2.34288 0.226 0.327 0.385 -0.17
C 1.51589 2.31508 -0.16423 1.669 0.968 -2.917 -0.22
C 0.04815 -0.26230 -1.68225 -1.072 2.083 -0.042 -0.31
C 0.97507 2.41332 -1.63138 -3.365 0.911 0.245 -0.19
C -1.69261 -2.97490 2.61784 -0.587 0.562 0.676 -0.12
C -0.84558 -2.16759 3.62694 1.709 -0.674 -0.901 -0.13
C -1.32034 0.03083 -0.96642 -3.604 0.611 -0.458 -0.24
H 0.02259 1.22651 -3.29862 0.616 0.040 1.058 0.13
H -0.27995 -0.06213 1.53415 -0.634 -0.229 0.002 0.10
H -2.45677 -0.90919 2.65449 -1.008 0.858 0.873 0.11
H 3.19942 1.52901 0.79685 0.687 -0.654 1.663 0.05
H 0.85009 -1.26149 -3.33293 -2.495 0.174 1.131 0.12
H 0.04342 3.05976 -1.70298 0.476 -0.819 0.959 0.11
H 3.22431 1.13469 -0.83856 0.371 -1.045 -1.298 0.05
H -2.67840 -3.40733 3.07807 2.038 0.788 -1.349 0.13
H -2.01862 -1.84805 -0.10298 0.100 0.229 0.028 0.13
H 3.59319 2.78757 -0.29761 0.442 -0.099 -0.375 0.08
H -1.32543 -2.09708 4.59856 0.561 0.033 0.047 0.08
H 1.42529 3.28908 0.25056 0.167 1.092 0.342 0.09
H 1.57619 0.75787 -2.54935 1.441 -0.934 -1.331 0.06
H -1.15794 -3.48603 1.78836 -0.609 0.121 0.935 0.10
H -2.64243 -0.38672 0.63762 -1.925 0.921 0.282 0.08
H 1.53711 3.10308 -2.31362 0.674 -1.221 0.674 0.12
H -0.84499 -0.94901 -3.42415 0.061 0.262 -0.214 0.06
H 1.06291 1.73830 0.56579 -1.870 -1.715 0.660 0.06
H 0.33991 -2.29805 3.56023 -2.947 0.509 0.301 0.15
H 0.70504 -0.67032 -0.88171 -0.221 0.207 -0.736 0.14
```
Positions in Å, forces in eV/Å.

Computed properties:
SMILES: CCCC[C@H](N)C(=O)CNC1CC1
ΔE to the lowest compared entry with this formula, charge and spin, kJ/mol: 383.6
HOMO, eV: -9.102